1.
11
Properties=species:S:1:pos:R:3 method="wB97M-V/def2-TZVPD" lumo_ev=-3.773 largest_force_ev_per_a=0.69 multiplicity=1 smiles=C[NH2+]C relative_energy_kcal_mol=5.98 homo_ev=-18.98 total_charge=+1
C 1.06689 -0.70817 -0.08571
N 0.22651 0.53080 -0.18477
C -1.22240 0.29716 0.20239
H 0.48566 -1.52396 -0.49513
H 1.22636 -0.90589 0.96398
H 1.98376 -0.56157 -0.64147
H 0.58693 1.23378 0.46392
H 0.27564 0.91235 -1.12664
H -1.24690 -0.55180 0.88296
H -1.59160 1.17494 0.71949
H -1.79085 0.10234 -0.69903

=====

2.
11
Properties=species:S:1:pos:R:3 method="wB97M-V/def2-TZVPD" lumo_ev=-3.782 largest_force_ev_per_a=3.64 multiplicity=1 smiles=C[NH2+]C relative_energy_kcal_mol=15.45 homo_ev=-18.00 total_charge=+1
C -0.06618 0.53470 -1.11977
N -0.53982 -0.29043 0.00309
C 0.41055 -0.28759 1.18274
H -0.15786 1.61201 -1.08379
H 1.01618 0.39916 -1.30933
H -0.30350 0.02287 -2.06043
H -0.80573 -1.24191 -0.23950
H -1.43724 0.07913 0.32225
H 1.27262 -0.89654 0.93097
H -0.14669 -0.66183 2.03707
H 0.75767 0.73043 1.33671

=====

3.
11
Properties=species:S:1:pos:R:3 method="wB97M-V/def2-TZVPD" lumo_ev=-4.129 largest_force_ev_per_a=6.17 multiplicity=1 relative_energy_kcal_mol=64.11 homo_ev=-13.61 total_charge=+1
N -1.03114 1.00759 0.75688
H -0.30435 0.34836 0.68829
H -0.91073 1.57437 1.63738
H -1.17075 1.61588 -0.05233
H -1.92287 0.47254 0.86261
C 0.34245 -0.71657 -1.09440
C 1.36406 -0.91202 -0.10656
H 0.08358 -1.47620 -1.70511
H -0.01169 0.24744 -1.39531
H 1.23074 -1.80190 0.45815
H 2.33068 -0.35951 -0.04960

=====

4.
12
Properties=species:S:1:pos:R:3 method="wB97M-V/def2-TZVPD" lumo_ev=1.216 largest_force_ev_per_a=8.57 multiplicity=1 relative_energy_kcal_mol=67.91 homo_ev=-8.28
C 0.71785 0.17154 0.29951
C -1.66184 -0.23117 0.12384
N -0.32087 -0.34076 -0.44808
N 1.99071 0.07203 -0.20210
H -0.30324 0.61308 -1.31957
H 2.15411 -0.69121 -0.84377
H 2.48485 0.93582 -0.36610
H 0.56138 1.09163 0.87691
H 0.40298 -0.96337 1.09459
H -2.37399 -0.17686 -0.69833
H -1.84759 -1.12702 0.71586
H -1.80434 0.64628 0.76724

=====

5.
12
Properties=species:S:1:pos:R:3 method="wB97M-V/def2-TZVPD" lumo_ev=1.152 largest_force_ev_per_a=5.24 multiplicity=1 relative_energy_kcal_mol=95.11 homo_ev=-7.49
C -1.17613 -0.51011 -0.82212
C 0.85662 0.36236 1.22186
N 0.20501 -0.52997 -0.38438
N 0.95941 0.75261 -0.51681
H 0.74907 -1.21974 -0.89384
H 0.24869 1.48547 -0.60469
H -1.57306 -1.52469 -0.88242
H -1.76979 0.04999 -0.09562
H -1.26957 -0.00820 -1.79737
H -0.07333 0.17612 1.77147
H 1.62608 -0.36911 1.44686
H 1.21699 1.33527 1.55707

=====

6.
12
Properties=species:S:1:pos:R:3 method="wB97M-V/def2-TZVPD" lumo_ev=1.088 largest_force_ev_per_a=0.98 multiplicity=1 smiles="C=N.CN" relative_energy_kcal_mol=23.06 homo_ev=-8.98
C 1.85924 0.22657 2.31816
N 1.75568 -0.05737 1.09644
H 0.95594 0.15449 2.93178
H 2.76249 0.46153 2.88201
H 2.65052 0.05826 0.61674
C -1.32725 0.44695 -1.47587
N -1.79644 -0.94131 -1.52750
H -0.38584 0.57576 -0.93491
H -2.12387 1.05022 -1.05124
H -1.16757 0.79522 -2.50541
H -2.15691 -1.20750 -0.62237
H -1.02599 -1.56283 -1.72784

=====

7.
12
Properties=species:S:1:pos:R:3 method="wB97M-V/def2-TZVPD" lumo_ev=1.258 largest_force_ev_per_a=5.06 multiplicity=1 smiles=CNCN relative_energy_kcal_mol=24.76 homo_ev=-8.68
C -0.76413 -1.49337 -0.45100
N -0.57811 -0.18786 0.27805
C 0.58940 0.67880 -0.30083
N 0.96272 1.66430 0.71066
H -1.04304 -1.24445 -1.47804
H 0.23135 -2.00506 -0.30345
H -1.44925 -2.07867 0.00176
H -1.48109 0.16469 0.39388
H 0.35308 1.16447 -1.24105
H 1.44083 0.01447 -0.30741
H 0.21726 2.15573 1.29283
H 1.52101 1.16695 1.40460

=====

8.
13
Properties=species:S:1:pos:R:3 method="wB97M-V/def2-TZVPD" lumo_ev=1.064 largest_force_ev_per_a=2.75 multiplicity=1 smiles=NCOCN relative_energy_kcal_mol=52.69 homo_ev=-9.40
N -0.00734 -0.92451 -1.88922
C -0.29456 -1.35372 -0.52017
O 0.05017 -0.27866 0.34911
C -0.49566 1.03779 0.76138
N 0.64993 1.66942 1.33527
H 0.47943 -0.04438 -1.78598
H 0.69311 -1.57939 -2.22021
H -1.35380 -1.54742 -0.33861
H 0.28459 -2.18920 -0.13498
H -1.27652 0.80945 1.48024
H -0.83908 1.56677 -0.12367
H 1.41804 1.35728 0.76459
H 0.69170 1.47657 2.32226